C44H64AsCuN2O3S3SbSi3 | ωB97M-V with the def2-TZVPD basis set

total charge = -2
spin multiplicity = 2
HOMO-LUMO gap (spin up / spin down) = 5.29 / 5.24 eV
LUMO energy (spin up / spin down) = 4.0 / 4.0 eV
DFT total energy = -223949.974 eV
energy relative to the best compared isomer or geometry (same formula, charge and spin) = 0.0000 eV

Geometry as XYZ:
```
122
Properties=species:S:1:pos:R:3:lowdin_charge:R:1
Cu 0.483 -0.956 -0.481 0.050
C 1.741 -0.181 3.882 -0.149
C 1.628 -0.098 2.376 -0.776
S -0.005 -0.155 1.722 0.526
C 2.686 0.023 1.563 -0.807
C 4.106 0.098 2.052 -0.146
S 2.499 0.094 -0.187 0.614
H 0.749 -0.281 4.321 0.042
H 2.210 0.713 4.307 0.061
H 2.330 -1.048 4.193 0.069
H 4.161 0.219 3.135 0.052
H 4.623 0.939 1.582 0.059
H 4.656 -0.806 1.777 0.066
C -6.821 0.933 -3.578 -0.064
C -5.791 0.338 -2.655 -0.299
C -4.467 0.209 -3.034 -0.029
C -3.509 -0.347 -2.190 -0.287
C -2.101 -0.438 -2.669 -0.062
C -3.869 -0.837 -0.932 -0.269
As -2.672 -1.725 0.421 1.308
N -1.055 -2.249 -0.337 -0.314
C -0.441 -3.298 0.328 -0.421
C 0.807 -3.769 -0.143 -0.051
C 1.428 -4.867 0.417 -0.108
C 0.860 -5.558 1.483 -0.147
C -0.331 -5.076 2.005 -0.118
C -0.955 -3.966 1.459 -0.076
C -3.708 -3.459 0.358 -0.261
C -4.296 -3.933 1.537 -0.317
C -4.209 -3.215 2.865 -0.103
C -4.979 -5.150 1.547 -0.037
C -5.075 -5.936 0.417 -0.286
C -5.775 -7.269 0.442 -0.068
C -4.469 -5.473 -0.744 -0.025
C -3.793 -4.261 -0.799 -0.240
C -3.155 -3.884 -2.104 -0.042
C -5.193 -0.622 -0.503 -0.280
C -5.680 -0.948 0.885 -0.082
C -6.126 -0.063 -1.371 -0.041
H -6.362 1.265 -4.509 0.067
H -7.310 1.794 -3.117 0.071
H -7.598 0.205 -3.824 0.071
H -4.153 0.549 -4.016 0.109
H -1.998 -0.008 -3.662 0.080
H -1.777 -1.475 -2.681 0.056
H -1.425 0.094 -1.999 0.038
H 1.271 -3.274 -0.987 0.078
H 2.379 -5.189 0.008 0.093
H 1.346 -6.428 1.909 0.074
H -0.784 -5.559 2.864 0.087
H -1.824 -3.575 1.965 0.045
H -3.532 -2.363 2.837 0.029
H -3.854 -3.904 3.634 0.078
H -5.193 -2.855 3.175 0.073
H -5.426 -5.493 2.476 0.108
H -6.192 -7.473 1.429 0.064
H -5.082 -8.076 0.195 0.074
H -6.590 -7.305 -0.284 0.070
H -4.511 -6.084 -1.641 0.109
H -3.314 -4.670 -2.842 0.073
H -2.082 -3.725 -1.991 0.059
H -3.587 -2.962 -2.492 0.069
H -4.898 -0.793 1.629 0.044
H -6.005 -1.987 0.958 0.075
H -6.526 -0.306 1.137 0.072
H -7.143 0.079 -1.016 0.110
C -4.595 3.922 -1.404 -0.233
Si -3.489 4.284 0.078 0.268
C -4.465 3.772 1.616 -0.245
C -3.401 6.176 0.163 -0.225
Sb -1.489 2.646 0.017 0.889
Si -0.202 3.798 -1.893 0.233
C -0.688 5.594 -2.202 -0.209
C 1.649 3.690 -1.720 -0.196
C -1.652 3.180 -4.134 -0.167
Si -0.204 3.738 1.947 0.272
C -0.421 5.615 2.090 -0.236
C 1.633 3.412 1.816 -0.214
C -0.885 3.013 3.542 -0.236
H -5.517 4.509 -1.353 0.025
H -4.858 2.865 -1.436 0.012
H -4.098 4.161 -2.346 0.006
H -5.463 4.217 1.618 0.020
H -3.952 4.086 2.527 0.007
H -4.569 2.687 1.657 0.017
H -4.419 6.558 0.278 0.022
H -2.977 6.607 -0.741 0.003
H -2.808 6.528 1.004 -0.006
H -0.566 6.197 -1.302 0.011
H -1.731 5.670 -2.511 0.008
H -0.065 6.021 -2.993 0.031
H 2.045 4.544 -1.168 0.022
H 2.095 3.668 -2.715 0.035
H 1.951 2.778 -1.199 -0.016
H -2.598 2.921 -3.647 0.065
H -1.538 2.541 -5.012 0.077
H -1.707 4.224 -4.466 0.074
H -0.252 6.122 1.139 0.009
H 0.296 6.008 2.816 0.023
H -1.423 5.871 2.433 0.002
H 2.119 4.148 1.174 0.016
H 1.826 2.423 1.404 -0.012
H 2.088 3.461 2.809 0.034
H -1.931 3.294 3.684 0.007
H -0.313 3.360 4.406 0.025
H -0.831 1.926 3.494 -0.015
O 0.230 -3.338 -3.231 0.039
C 0.590 -2.192 -3.447 -0.554
N 1.093 -1.301 -2.545 -0.227
S 1.723 0.075 -3.254 0.819
O -0.559 2.959 -3.289 -0.338
O 3.158 -0.083 -3.608 -0.516
C 0.916 -0.278 -4.836 -0.292
C 0.850 0.500 -5.973 -0.072
C 0.264 -0.057 -7.106 -0.103
C -0.217 -1.365 -7.089 -0.097
C -0.119 -2.140 -5.939 -0.017
C 0.451 -1.570 -4.816 -0.163
H 1.239 1.511 -5.983 0.108
H 0.180 0.531 -8.012 0.089
H -0.676 -1.777 -7.980 0.089
H -0.486 -3.157 -5.893 0.113
```